# 1
{
  "formula": "C8H9NO",
  "method": "wB97M-V/def2-TZVPD",
  "e_tot_ev": -11978.177,
  "smiles": "Cc1c[nH]c2c1CCC2=O",
  "e_above_lowest_kcal_mol": 38.6,
  "lumo_ev": 0.65,
  "charge": 0,
  "e_homo_ev": -8.52,
  "elements": ["C", "C", "C", "C", "C", "C", "C", "C", "N", "O", "H", "H", "H", "H", "H", "H", "H", "H", "H"],
  "coordinates": [[-0.2753, 2.1957, -0.0876], [0.3446, 0.0697, -0.0452], [-0.8001, 0.8990, -0.0678], [1.5171, 0.8693, 0.0509], [2.6960, 0.1393, 0.0646], [0.7793, -1.3820, 0.0763], [2.3424, -1.2656, -0.1055], [-2.2229, 0.3918, -0.0345], [1.0873, 2.1700, 0.0556], [3.8301, 0.5167, -0.0201], [-0.6487, 3.1230, -0.2383], [0.6398, -1.5048, 1.1739], [0.4371, -2.1292, -0.6659], [2.5388, -1.5483, -1.2185], [3.0482, -1.8763, 0.5776], [-2.5860, -0.1618, -0.9365], [-2.4194, -0.2827, 0.8067], [-2.8313, 1.1961, 0.3953], [1.5462, 3.0132, 0.4034]],
  "forces_ev_per_angstrom": [[1.31, -2.92, 0.77], [2.19, 0.55, -0.13], [0.48, -0.61, -0.48], [-4.35, 0.73, 0.38], [1.16, 0.01, -1.17], [1.09, 0.51, 0.83], [-0.07, -2.83, -0.89], [-0.26, 0.21, 0.72], [-0.04, 0.58, -0.05], [1.98, 1.08, 0.53], [-1.82, 2.53, -0.10], [-0.51, -1.28, -0.84], [-0.57, 0.37, 1.05], [0.11, 0.47, 1.95], [-1.46, 0.57, -1.18], [0.14, 1.06, 0.58], [0.84, -0.55, -0.14], [-0.48, 0.24, -1.27], [0.26, -0.72, -0.58]]
}

# 2
{
  "formula": "C3H10BNS",
  "method": "wB97M-V/def2-TZVPD",
  "e_tot_ev": -16271.389,
  "e_above_lowest_kcal_mol": 85.9,
  "lumo_ev": [0.44, 0.51],
  "charge": 0,
  "e_homo_ev": [-7.69, -6.61],
  "elements": ["B", "C", "C", "C", "N", "S", "H", "H", "H", "H", "H", "H", "H", "H", "H", "H"],
  "coordinates": [[0.0736, -0.8560, -0.0852], [-2.3403, -0.2677, -1.6828], [0.1980, 1.5427, 0.5412], [1.9273, -0.0975, 1.4398], [0.7553, 0.2103, 0.5403], [0.2950, -2.6148, -0.4365], [-2.8712, -0.4924, -0.8644], [-2.1212, -0.9960, -2.3463], [-2.2477, 0.7543, -1.9183], [0.4458, 1.9308, -0.4295], [-0.8807, 1.5209, 0.5770], [0.4592, 2.1037, 1.3955], [1.7898, -1.0118, 1.9048], [2.8665, -0.0787, 0.8813], [1.7301, 0.7825, 2.2149], [-0.0795, -2.4304, -1.7317]],
  "forces_ev_per_angstrom": [[-0.59, 1.81, -0.92], [2.38, 1.87, 0.65], [-0.80, -0.79, -1.15], [-1.72, 4.35, -0.06], [-0.45, -3.43, 0.25], [0.31, 0.21, -0.16], [-2.04, -0.90, 2.77], [0.60, -2.05, -2.14], [0.13, 0.92, -0.50], [0.29, 1.17, -0.08], [-0.41, -0.33, -0.11], [0.96, 0.82, 0.70], [-0.20, -1.76, 0.93], [-0.04, 0.36, 0.36], [1.59, -2.07, -1.14], [0.00, -0.17, 0.61]]
}